# 1
Molecular formula: C4H10NO
Method: DFT, ωB97M-V/def2-TZVPD

2S+1: 1
total charge: +1
E: -288.0834 hartree

Each line ends with the natural charge from an NBO analysis.
Atoms and positions in Å:
C: 0.850 1.184 -2.114  -0.627
C: 0.984 1.110 -0.596  -0.215
C: -1.033 0.361 0.584  0.138
N: 0.017 0.091 -0.134  -0.396
H: 1.011 0.197 -2.556  0.223
H: -0.103 1.627 -2.438  0.234
H: 1.670 1.820 -2.464  0.253
H: 1.937 0.806 -0.314  0.237
H: 0.649 2.024 -0.106  0.222
H: -1.705 -0.354 1.097  0.259
H: -1.307 1.410 0.635  0.220
H: 0.211 -0.871 -0.399  0.432
O: -0.792 -1.334 2.914  -0.492
C: -0.767 -2.337 2.210  0.282
H: -0.673 -2.328 1.117  0.074
H: -0.947 -3.408 2.562  0.159

***

# 2
Molecular formula: C4H10NO
Method: DFT, ωB97M-V/def2-TZVPD

2S+1: 1
total charge: +1
E: -287.9566 hartree

Each line ends with the natural charge from an NBO analysis.
Atoms and positions in Å:
C: -1.868 -1.241 0.532  -0.609
C: -0.971 -0.024 -0.075  -0.232
C: 1.137 1.476 0.456  -0.480
C: 2.426 -1.160 0.079  0.211
N: 0.609 0.350 -0.274  -0.041
O: 1.258 -0.841 -0.324  -0.165
H: -1.765 -2.139 -0.018  0.225
H: -1.754 -1.489 1.602  0.229
H: -1.376 0.185 -1.085  0.235
H: -1.167 0.797 0.679  0.205
H: 0.249 2.098 0.581  0.267
H: 1.330 1.136 1.515  0.207
H: 2.077 1.907 0.005  0.252
H: 2.658 -2.113 -0.319  0.223
H: -2.872 -0.910 0.482  0.251
H: 3.091 -0.531 0.724  0.223

***

# 3
Molecular formula: C4H10NO
Method: DFT, ωB97M-V/def2-TZVPD

SMILES string: CC[C@@H]([NH3+])C=O
2S+1: 1
total charge: +1
E: -288.0829 hartree

Each line ends with the natural charge from an NBO analysis.
Atoms and positions in Å:
C: 1.151 -1.317 1.009  -0.645
C: 0.180 -0.230 1.003  -0.397
C: -0.522 -0.014 -0.469  -0.157
N: -1.542 1.100 -0.372  -0.714
C: 0.619 0.570 -1.626  0.450
O: 0.856 1.730 -1.566  -0.463
H: 1.865 -1.473 0.106  0.215
H: 0.742 -2.329 1.098  0.237
H: 1.746 -1.306 1.871  0.251
H: 0.511 0.762 1.184  0.215
H: -0.587 -0.529 1.769  0.235
H: -1.068 -0.995 -0.797  0.239
H: -1.089 1.971 -0.784  0.456
H: -2.162 0.926 -1.115  0.440
H: -1.977 1.369 0.569  0.467
H: 1.275 -0.235 -1.880  0.172

***

# 4
Molecular formula: C4H10NO
Method: DFT, ωB97M-V/def2-TZVPD

2S+1: 1
total charge: +1
E: -288.0051 hartree

Each line ends with the natural charge from an NBO analysis.
Atoms and positions in Å:
C: 1.078 -0.204 -1.396  -0.081
C: 0.109 0.488 -0.413  -0.252
C: -0.229 -0.828 0.412  0.244
C: 0.628 1.587 0.496  -0.634
N: -1.367 -1.657 0.214  -0.717
O: 1.030 -1.547 -0.812  -0.515
H: 0.822 -0.174 -2.421  0.201
H: 2.112 0.220 -1.301  0.198
H: -0.883 0.980 -0.795  0.225
H: 0.164 -0.839 1.380  0.226
H: 1.534 1.258 0.911  0.225
H: -0.086 2.056 1.127  0.240
H: 0.659 2.522 -0.175  0.250
H: -1.472 -2.015 -0.732  0.467
H: -2.337 -1.457 0.340  0.459
H: -1.296 -2.584 0.738  0.464

***

# 5
Molecular formula: C4H10NO
Method: DFT, ωB97M-V/def2-TZVPD

expectation value of S²: 0.76
2S+1: 2
total charge: +2
E: -287.5607 hartree

Each line ends with the Mulliken spin population.
Atoms and positions in Å:
C: 0.006 -0.678 0.267  0.036
C: -0.437 0.607 -0.367  0.351
C: 0.370 1.706 -0.574  0.388
C: -2.274 -0.583 -1.465  0.087
N: -1.620 0.503 -1.183  -0.024
H: 0.364 -1.405 -0.473  0.052
H: 0.881 -0.471 0.893  0.014
H: -0.773 -1.039 0.944  0.006
H: -0.136 2.653 -0.800  0.028
H: 1.458 1.662 -0.574  0.037
H: -3.034 -0.412 -2.233  0.006
H: -1.970 -1.585 -1.184  0.008
H: -2.016 1.407 -1.453  0.000
H: 3.280 -0.918 3.405  0.000
H: 2.913 -1.882 2.143  0.000
O: 2.998 -1.008 2.482  0.009

***

# 6
Molecular formula: C4H10NO2
Method: DFT, ωB97M-V/def2-TZVPD

2S+1: 1
total charge: -1
E: -363.5956 hartree

Each line ends with the natural charge from an NBO analysis.
Atoms and positions in Å:
N: 0.048 0.863 -3.320  -0.908
C: -0.676 0.830 -1.993  0.124
O: -0.076 0.124 -1.011  -0.978
H: 0.955 1.322 -3.056  0.327
H: 0.350 -0.169 -3.574  0.327
H: -0.857 1.885 -1.748  0.070
H: -1.618 0.377 -2.243  0.075
C: 0.773 -1.656 0.915  -0.658
C: 0.617 -0.672 2.053  -0.275
C: -0.395 0.186 2.024  0.114
O: -0.623 1.101 3.060  -0.731
H: 0.621 -2.682 1.300  0.167
H: 0.058 -1.328 0.132  0.310
H: 1.820 -1.588 0.581  0.193
H: 1.267 -0.630 2.923  0.175
H: -1.115 0.195 1.207  0.200
H: -1.150 1.842 2.750  0.468

***

# 7
Molecular formula: C4H10NO2
Method: DFT, ωB97M-V/def2-TZVPD

2S+1: 1
total charge: -1
E: -363.6758 hartree

Each line ends with the natural charge from an NBO analysis.
Atoms and positions in Å:
O: -0.973 -0.902 0.905  -0.782
C: -0.360 -1.567 0.021  0.748
O: 0.137 -1.083 -1.071  -0.813
C: -0.457 -3.096 0.061  -0.724
H: -1.482 -3.406 -0.338  0.208
H: 0.322 -3.535 -0.698  0.199
H: -0.267 -3.447 1.077  0.199
C: 1.083 1.865 -0.901  -0.415
N: -0.283 1.746 -0.427  -0.678
C: -0.318 1.767 1.042  -0.421
H: 1.657 2.779 -0.546  0.155
H: 1.661 0.942 -0.690  0.184
H: 1.071 1.912 -1.955  0.181
H: -0.623 0.769 -0.681  0.418
H: 0.273 0.934 1.512  0.189
H: -1.398 1.548 1.303  0.202
H: -0.044 2.774 1.386  0.151

***

# 8
Molecular formula: C4H10NO2
Method: DFT, ωB97M-V/def2-TZVPD

SMILES string: [O-]CCCNCO
2S+1: 1
total charge: -1
E: -363.5928 hartree

Each line ends with the natural charge from an NBO analysis.
Atoms and positions in Å:
O: 0.510 1.951 -0.141  -0.937
C: -0.210 1.861 1.041  -0.040
C: -1.243 0.560 1.114  -0.458
C: -0.918 -0.363 -0.094  -0.221
N: 0.532 -0.620 -0.107  -0.748
C: 0.857 -1.486 -1.217  0.096
O: 2.226 -1.936 -1.088  -0.752
H: 0.497 1.556 1.844  0.107
H: -0.758 2.797 1.238  0.120
H: -1.013 -0.205 1.908  0.186
H: -2.270 0.987 1.087  0.177
H: -1.229 0.087 -1.076  0.149
H: -1.585 -1.251 -0.032  0.153
H: 0.810 0.465 -0.334  0.443
H: 0.361 -2.446 -1.299  0.146
H: 0.799 -0.824 -2.127  0.114
H: 2.634 -1.134 -0.719  0.464

***

Number 1: maximum force 3.2 eV Å⁻¹. Number 2: maximum force 3.2 eV Å⁻¹. Number 3: maximum force 5.0 eV Å⁻¹. Number 4: maximum force 6.5 eV Å⁻¹. Number 5: maximum force 4.0 eV Å⁻¹. Number 6: maximum force 2.8 eV Å⁻¹. Number 7: maximum force 2.7 eV Å⁻¹. Number 8: maximum force 2.3 eV Å⁻¹.